1.
78
Properties=species:S:1:pos:R:3:forces:R:3 method="wB97M-V/def2-TZVPD" total_charge=-2 total_energy_ev=-128231.0351 lumo_ha="0.135 / 0.135" spin_multiplicity=3
C -1.916 -0.530 4.344 0.010 0.027 -0.019
H -2.678 0.213 -1.314 0.028 -0.110 -0.076
C 4.356 1.152 -0.322 -0.015 -0.022 0.009
O 2.994 -4.515 0.643 -0.080 -0.002 0.050
C -4.562 -3.161 1.038 -0.005 -0.035 0.016
C 5.892 3.036 -0.348 0.028 -0.047 0.017
O -3.300 -2.553 1.007 0.036 0.026 0.023
C 2.796 -3.683 2.934 -0.021 -0.058 -0.034
H 7.731 1.025 0.054 0.003 -0.001 -0.027
C -1.690 -0.797 -3.475 0.055 0.005 0.051
C -2.366 3.638 0.630 -0.003 -0.019 0.015
H -0.268 0.019 3.070 0.025 -0.025 -0.007
H -4.593 -4.001 1.742 -0.010 0.014 0.003
H -4.366 -0.366 -4.193 0.005 -0.014 -0.018
C -3.099 -1.235 4.444 0.002 -0.040 0.026
C -3.591 -1.926 3.337 0.005 0.009 -0.002
C 0.838 -0.244 -4.491 -0.021 0.003 -0.011
C 2.172 -2.291 1.124 -0.030 -0.200 0.087
H -3.064 4.463 0.578 0.004 0.005 0.001
C -0.562 -0.963 -2.655 0.035 0.186 -0.131
H 7.156 -1.391 0.171 0.007 0.005 0.005
C -1.546 -0.329 -4.774 -0.012 -0.031 0.003
H 4.750 -2.071 -0.049 0.036 0.001 -0.037
H -4.508 -2.492 3.425 -0.019 0.015 0.000
C 2.570 -2.281 3.458 0.101 -0.022 0.054
O 1.992 -0.218 2.237 -0.233 -0.390 0.254
C -0.217 2.755 1.268 -0.016 -0.011 0.027
C -4.901 3.053 -0.418 0.003 0.042 -0.026
H -4.770 -1.793 -3.214 -0.001 0.012 -0.006
Ni 1.049 0.099 0.525 -0.311 0.576 -0.413
C -3.988 -1.316 -3.801 -0.008 0.077 -0.004
C 6.392 -0.639 0.021 -0.004 -0.023 0.029
O 2.010 1.604 -0.589 0.124 -0.412 0.238
O 2.672 -1.926 4.622 -0.011 -0.021 -0.008
H -4.744 -3.537 0.032 -0.003 -0.002 -0.002
H 0.148 -2.028 -1.021 0.031 -0.001 -0.053
C 5.041 -1.025 -0.101 -0.013 -0.022 0.036
C -0.281 -0.056 -5.282 0.007 -0.011 0.009
C 2.687 -3.626 1.427 0.008 0.054 -0.033
N 4.075 -0.162 -0.265 -0.010 -0.032 -0.009
H -5.798 2.589 -0.827 0.007 0.010 -0.012
H -0.183 0.309 -6.297 -0.002 0.008 -0.008
H 5.006 4.945 -0.648 0.000 0.000 0.012
N -0.917 -1.332 0.874 0.065 -0.504 0.043
C -1.125 3.799 1.246 -0.017 -0.003 0.002
C 5.682 1.642 -0.232 0.053 0.070 -0.009
C -0.492 1.495 0.719 0.264 0.046 -0.103
H 1.555 -0.808 -2.538 0.018 -0.003 0.029
H -5.059 3.274 0.643 -0.018 -0.007 -0.007
O -3.855 2.137 -0.597 0.052 -0.078 0.097
C -1.670 -1.202 2.036 -0.266 0.154 -0.170
C -1.209 -0.510 3.146 0.085 -0.097 0.090
N -2.193 0.113 -0.439 -0.080 0.058 0.029
C -1.332 -0.944 -0.283 0.488 0.197 0.271
N -0.643 -1.469 -1.353 -0.425 -0.247 0.079
H -1.515 -0.003 5.199 -0.006 0.013 0.019
H -5.348 -2.446 1.307 0.000 -0.005 -0.015
C -2.672 2.405 0.081 -0.034 0.025 0.013
H 1.826 -0.026 -4.874 0.012 0.005 0.002
H -3.638 -1.279 5.383 -0.023 0.029 -0.004
H -2.419 -0.183 -5.396 0.008 0.010 -0.007
C 4.839 3.881 -0.547 -0.024 0.000 0.009
Cl 7.519 3.695 -0.252 -0.021 0.003 -0.006
C 6.707 0.688 -0.045 -0.011 -0.014 0.021
H -0.868 4.760 1.679 0.001 0.004 0.003
C 3.532 3.390 -0.620 0.059 0.053 -0.044
C 3.203 2.029 -0.503 -0.034 0.216 -0.138
O 1.775 -1.842 0.001 0.002 0.174 -0.084
Cl 2.247 4.540 -0.887 -0.009 -0.020 0.003
H 0.758 2.929 1.709 0.023 0.012 -0.016
H -4.714 3.995 -0.947 -0.002 0.004 0.019
O -2.904 -1.121 -2.925 0.094 -0.109 0.052
C 0.693 -0.687 -3.185 0.033 0.055 0.011
C -1.756 1.353 0.157 -0.164 -0.068 -0.046
H -3.707 -1.963 -4.637 -0.025 -0.010 0.010
O 3.023 -4.675 3.596 0.051 0.075 -0.009
C -2.890 -1.902 2.143 -0.038 0.073 -0.016
C 2.227 -1.480 2.288 0.154 0.362 -0.158


2.
73
Properties=species:S:1:pos:R:3:forces:R:3 method="wB97M-V/def2-TZVPD" total_energy_ev=-107706.9597 lumo_ha="-0.030 / -0.021" spin_multiplicity=2
C 3.981 -0.110 1.115 0.037 0.354 0.121
C 2.932 -3.484 1.092 0.258 -0.024 -0.307
H 3.267 4.481 -1.048 -0.021 -0.008 -0.005
H -2.310 -1.993 1.991 -0.010 -0.022 -0.011
O 0.629 1.568 2.217 -0.253 0.377 0.021
C -2.523 -2.693 -1.319 -0.173 -0.015 0.035
C -0.635 0.651 -4.059 -0.047 -0.010 0.008
C -2.248 -1.973 -0.159 -0.010 -0.054 0.279
H 0.260 0.693 -4.666 -0.002 0.001 0.007
H 7.200 -1.093 -0.749 -0.015 0.009 -0.007
H -3.896 -5.467 0.060 0.014 0.013 -0.008
H 3.837 -3.762 1.621 -0.018 0.035 0.014
C 2.216 4.423 -0.798 0.104 -0.111 -0.068
C 0.786 -4.045 0.220 0.007 -0.011 -0.264
C -4.639 1.502 1.528 -0.007 -0.034 -0.038
C -3.123 -3.944 -1.238 0.063 0.059 -0.004
C -2.547 -2.536 1.084 -0.050 -0.013 -0.062
C 6.297 -0.812 -0.224 -0.086 0.014 0.050
C -3.428 -4.492 -0.001 -0.019 0.001 0.024
C 0.238 3.028 -0.343 -0.332 -0.350 -0.027
Cl -2.171 4.124 0.210 0.142 -0.005 -0.049
C 1.882 -4.378 0.995 0.006 -0.161 0.099
N 2.742 0.244 1.715 -0.164 -0.073 -0.600
C 0.117 5.470 -0.289 -0.084 0.025 0.008
C -1.863 1.012 -4.595 0.013 -0.008 0.006
H -3.350 -4.488 -2.147 0.015 0.000 0.013
C 2.862 -2.226 0.495 0.193 0.262 -0.271
O -0.474 0.794 4.235 -0.117 -0.427 0.102
C -1.679 0.194 -1.924 -0.196 0.034 -0.021
H 0.416 -0.020 -2.326 0.081 -0.010 0.051
O -0.295 1.850 -0.252 0.164 0.396 -0.001
H 5.279 -2.657 -0.655 0.004 0.016 0.018
C -2.463 0.599 0.972 0.006 -0.042 0.060
P -1.412 -0.354 -0.197 0.494 0.141 -0.858
C -3.818 0.742 0.704 -0.022 0.095 0.025
H -2.272 -2.280 -2.289 -0.035 0.007 0.005
H -1.933 1.350 -5.622 0.000 -0.028 0.019
C 5.029 0.794 1.038 0.092 0.021 0.067
O -0.163 -0.672 2.243 0.691 -0.051 -0.371
C 5.226 -1.693 -0.161 0.140 -0.085 0.073
S -0.396 0.712 2.812 0.157 0.304 0.067
C 1.464 5.563 -0.600 0.017 0.151 -0.007
C 1.696 -1.791 -0.177 -1.347 -0.533 1.252
C 6.192 0.439 0.371 -0.013 -0.036 0.007
H 2.742 1.161 2.141 -0.090 0.007 0.086
C -0.547 0.247 -2.735 -0.066 -0.006 -0.062
C -3.002 0.933 -3.808 0.015 -0.002 0.017
C -2.801 1.882 3.010 0.057 -0.030 -0.091
C 4.059 -1.348 0.512 -0.046 -0.200 -0.123
H -3.357 -4.220 2.129 -0.014 0.017 -0.009
C -3.135 -3.789 1.161 0.035 0.016 -0.034
H -4.764 2.683 3.314 0.016 -0.012 -0.007
H -3.969 1.194 -4.220 0.027 -0.001 0.015
H 2.385 -0.447 2.368 0.273 0.016 0.256
C -1.981 1.146 2.169 -0.265 -0.250 0.026
H -0.027 -4.749 0.077 0.019 0.030 -0.029
Cl 2.470 1.718 -0.938 0.020 -0.210 -0.410
H -0.103 -2.588 -1.022 -0.160 0.094 0.081
Ru 0.883 0.034 0.421 -0.109 0.434 1.082
H -4.257 0.235 -0.140 -0.011 0.006 0.025
H 7.013 1.142 0.315 -0.011 -0.011 -0.008
H -2.399 2.248 3.945 -0.009 0.012 -0.015
H 1.939 -5.340 1.489 -0.008 0.018 0.020
H 4.929 1.777 1.486 0.019 -0.032 0.028
C -0.476 4.227 -0.168 -0.196 0.160 0.093
C -4.126 2.095 2.667 -0.039 0.051 0.026
H -5.688 1.610 1.283 0.012 -0.004 -0.002
C -2.912 0.518 -2.486 -0.006 -0.031 -0.072
C 0.720 -2.789 -0.363 0.480 -0.107 -0.340
Cl 2.213 7.133 -0.755 -0.075 -0.160 0.030
C 1.578 3.205 -0.673 0.433 -0.040 -0.018
H -3.824 0.449 -1.915 0.025 0.042 -0.015
H -0.473 6.363 -0.141 0.002 -0.013 -0.002


3.
72
Properties=species:S:1:pos:R:3:forces:R:3 method="wB97M-V/def2-TZVPD" total_charge=-2 total_energy_ev=-102011.2413 lumo_ha="0.149 / 0.149" spin_multiplicity=4
C -1.736 1.332 -4.760 0.003 0.020 0.061
C -0.681 4.403 -3.301 -0.144 -0.061 -0.240
O 0.707 2.145 -0.746 -0.187 -0.132 0.222
C 2.640 1.464 2.691 -0.006 -0.088 0.006
N -1.498 -0.064 1.766 0.005 -0.102 -0.076
C -0.668 -4.917 -1.466 0.014 -0.050 0.015
O 1.690 3.851 -3.020 0.032 0.055 -0.156
C 3.998 3.411 2.296 -0.079 -0.038 -0.081
H 0.696 -0.723 4.219 0.015 0.028 0.014
H 0.046 0.919 4.047 -0.035 0.012 -0.026
C 2.559 -2.118 2.559 -0.014 -0.019 -0.004
C 3.384 -3.500 0.773 0.028 -0.057 0.019
C -4.017 0.721 -4.296 0.028 -0.003 -0.001
O -2.025 2.353 -0.500 0.048 -0.084 0.020
H 4.823 1.949 5.242 0.003 0.002 0.002
P 1.291 0.407 2.079 -0.154 0.106 -0.150
C -1.866 3.965 -2.497 0.101 0.053 0.259
H -0.064 -4.716 0.592 0.001 -0.016 -0.007
H 3.493 -4.024 2.856 0.002 -0.007 -0.004
C 2.137 -1.161 1.639 -0.027 0.076 0.017
C -1.012 -0.612 2.920 0.033 -0.040 -0.018
C 4.312 2.113 4.300 -0.016 0.006 -0.045
C -1.340 0.733 -3.572 -0.037 0.072 0.002
H 4.255 4.255 1.671 0.019 0.009 0.017
H -0.300 0.778 -3.271 0.013 0.037 0.046
H -1.330 -4.798 -3.505 0.000 0.001 -0.002
C -3.076 1.331 -5.115 -0.013 -0.004 -0.022
C 4.657 3.194 3.496 0.055 0.014 0.069
C 0.501 3.795 -2.693 -0.019 -0.100 0.355
C -0.001 2.994 -1.509 0.133 -0.007 -0.244
H -3.391 1.842 -6.017 -0.012 0.001 0.006
H 3.858 -4.415 0.438 -0.004 0.002 0.000
H -5.066 0.739 -4.565 0.007 0.008 -0.002
H 2.447 2.722 0.962 -0.011 0.010 -0.002
H 2.396 -1.961 3.619 -0.007 0.000 0.011
H -3.514 -2.630 2.184 0.008 -0.009 0.002
H -0.613 -2.331 0.718 0.056 -0.016 -0.022
C -3.148 -0.557 0.010 -0.029 -0.053 0.044
H 3.034 0.408 4.523 -0.002 -0.013 0.009
H -0.418 -5.970 -1.524 -0.001 0.000 -0.003
C 0.234 -0.022 3.521 0.001 -0.129 0.041
C -2.281 0.146 -2.726 -0.011 -0.117 -0.105
C 2.347 -1.389 0.282 0.017 -0.052 -0.056
C 3.308 1.248 3.895 -0.002 0.042 -0.007
H -1.587 -2.363 4.118 -0.024 -0.008 -0.002
H 5.439 3.873 3.814 -0.002 0.001 -0.004
C -1.498 -2.909 -2.502 0.044 0.004 -0.041
C -2.764 -1.857 2.262 0.032 0.021 0.048
C -0.485 2.889 2.009 0.263 -0.138 0.193
C -3.621 0.133 -3.104 -0.003 0.019 0.009
C -1.756 -1.726 3.262 -0.053 0.033 -0.002
O -3.044 4.231 -2.691 -0.053 -0.045 -0.066
C -0.470 -4.219 -0.281 -0.011 0.051 -0.035
C 2.983 2.551 1.891 0.089 0.022 0.040
H -1.006 1.857 -5.363 -0.008 -0.007 -0.009
O -0.744 5.122 -4.341 0.096 -0.003 0.049
C 3.177 -3.283 2.131 -0.010 0.034 -0.039
C 2.971 -2.553 -0.150 -0.056 0.077 0.010
H 2.003 -0.654 -0.439 -0.017 0.017 0.005
P -1.683 -0.420 -1.117 0.225 0.002 0.208
H -1.894 -2.395 -3.370 -0.013 -0.013 0.005
Ti -0.614 1.521 0.605 -0.015 0.523 -0.117
H -3.823 -1.362 -0.289 -0.018 0.024 -0.007
C -1.179 -4.260 -2.576 0.006 0.027 0.001
C -1.340 3.101 -1.389 -0.119 -0.020 -0.244
S -0.275 3.933 3.174 -0.079 0.007 -0.008
H 3.109 -2.721 -1.211 0.018 -0.019 0.004
C -1.300 -2.199 -1.320 -0.094 -0.011 -0.050
H -3.671 0.402 -0.044 0.025 0.008 0.022
H -4.366 -0.304 -2.448 0.011 0.004 0.002
C -0.777 -2.868 -0.210 0.070 -0.062 0.032
C -2.557 -0.829 1.364 -0.118 0.093 0.032